Entry 1:
DFT (ωB97M-V/def2-TZVPD) results for a structure of composition C36H48BN9S4Ti.

Computed properties:
Charge: +2
HOMO (spin up / spin down), eV: -12.57 / -12.97
ΔE to the lowest compared entry with this formula, charge and spin, eV: 0.3490
Calculated total energy, a.u.: -4360.170180
2S+1: 3
Kohn-Sham gap (spin up / spin down), eV: 7.10 / 6.67

Each line ends with the Mulliken charge.
CARTESIAN COORDINATES (ANGSTROEM)
Ti  -1.782  1.259  -1.744  -0.23
C  0.298  -3.534  -3.033  -1.69
C  -0.152  -2.945  -1.737  0.06
C  -0.547  -3.687  -0.674  -0.60
C  -1.004  -3.064  0.527  0.04
N  -0.951  -1.777  0.673  -0.85
N  -0.491  -1.034  -0.359  0.72
B  -0.106  0.374  -0.029  -0.08
N  1.255  0.852  -0.562  0.54
N  2.229  -0.014  -0.293  0.06
C  3.448  0.272  -0.675  -0.48
C  3.726  1.509  -1.297  -0.46
C  2.723  2.394  -1.578  0.26
C  2.962  3.702  -2.259  -1.83
C  1.406  1.998  -1.237  0.79
S  0.012  2.919  -1.695  -0.33
C  4.489  -0.803  -0.403  2.41
C  4.027  -2.095  -1.091  -1.49
C  5.865  -0.407  -0.939  -2.27
C  4.571  -1.027  1.114  -1.50
N  -0.311  0.679  1.439  0.53
N  0.611  0.166  2.249  -0.28
C  0.433  0.294  3.537  -0.57
C  -0.701  0.975  4.042  -0.49
C  -1.649  1.485  3.201  0.49
C  -2.870  2.200  3.678  -1.84
C  -1.418  1.294  1.815  0.64
S  -2.490  1.831  0.589  -0.35
C  1.524  -0.302  4.415  2.54
C  1.107  -0.336  5.885  -2.27
C  1.821  -1.732  3.943  -1.17
C  2.777  0.572  4.255  -1.48
C  -0.223  -1.526  -1.589  1.16
S  -0.066  -0.419  -2.853  -0.37
C  -1.521  -3.885  1.690  2.32
C  -2.723  -4.713  1.213  -1.86
C  -0.396  -4.817  2.161  -1.52
C  -1.949  -2.981  2.843  -1.61
H  0.345  -4.619  -2.970  0.47
H  1.283  -3.150  -3.305  0.31
H  -0.386  -3.254  -3.836  0.36
H  -0.533  -4.767  -0.747  0.48
H  4.742  1.758  -1.569  0.62
H  4.026  3.878  -2.397  0.41
H  2.538  4.522  -1.677  0.37
H  2.470  3.717  -3.233  0.35
H  3.932  -1.954  -2.171  0.38
H  3.065  -2.424  -0.693  0.17
H  4.761  -2.883  -0.916  0.48
H  5.854  -0.255  -2.021  0.48
H  6.572  -1.209  -0.728  0.40
H  6.247  0.496  -0.458  0.46
H  3.594  -1.295  1.517  0.07
H  4.925  -0.129  1.626  0.42
H  5.272  -1.835  1.329  0.46
H  -0.829  1.083  5.110  0.56
H  -2.893  2.241  4.765  0.41
H  -3.770  1.696  3.322  0.36
H  -2.896  3.217  3.283  0.36
H  0.166  -0.871  6.032  0.48
H  1.014  0.666  6.309  0.41
H  1.872  -0.860  6.458  0.43
H  0.969  -2.389  4.131  0.31
H  2.676  -2.126  4.494  0.62
H  2.048  -1.756  2.878  -0.19
H  2.584  1.598  4.576  0.39
H  3.105  0.587  3.213  0.07
H  3.585  0.172  4.869  0.47
H  -2.453  -5.404  0.413  0.35
H  -3.527  -4.067  0.854  0.39
H  -3.110  -5.306  2.042  0.47
H  -0.083  -5.514  1.381  0.36
H  -0.747  -5.409  3.007  0.46
H  0.477  -4.245  2.484  0.23
H  -2.754  -2.307  2.544  0.33
H  -1.113  -2.374  3.199  0.05
H  -2.305  -3.600  3.666  0.51
C  -0.996  1.779  -6.363  -0.82
N  -1.679  2.610  -5.376  0.19
C  -1.577  3.988  -5.283  -0.53
C  -2.314  4.385  -4.230  -0.66
N  -2.854  3.234  -3.672  0.64
C  -2.464  2.129  -4.400  0.00
S  -2.851  0.517  -4.053  -0.26
C  -3.959  3.183  -2.790  -0.06
C  -5.032  4.024  -2.973  -0.73
C  -6.133  3.861  -2.148  -0.63
C  -6.110  2.845  -1.208  -1.01
C  -4.972  2.064  -1.095  -0.28
N  -3.887  2.236  -1.861  0.53
H  -0.788  2.385  -7.241  0.37
H  -1.637  0.948  -6.639  0.35
H  -0.064  1.394  -5.951  0.28
H  -0.976  4.559  -5.969  0.52
H  -2.476  5.359  -3.805  0.60
H  -5.017  4.763  -3.763  0.56
H  -6.998  4.499  -2.260  0.46
H  -6.954  2.656  -0.562  0.45
H  -4.916  1.275  -0.362  0.60

---

Entry 2:
DFT (ωB97M-V/def2-TZVPD) results for a structure of composition C36H48BeN7O2.

Computed properties:
Charge: +1
HOMO (spin up / spin down), eV: -10.14 / -10.18
ΔE to the lowest compared entry with this formula, charge and spin, eV: 0.2043
Calculated total energy, a.u.: -1949.172932
Kohn-Sham gap (spin up / spin down), eV: 5.76 / 5.87

Each line ends with the Mulliken charge.
CARTESIAN COORDINATES (ANGSTROEM)
Be  -1.228  0.702  -1.205  -1.15
C  3.429  -3.781  1.298  -1.50
C  1.978  -4.168  1.631  1.96
C  1.801  -5.667  1.377  -2.26
C  1.712  -3.899  3.122  -1.44
C  1.048  -3.318  0.769  -0.70
C  0.936  -1.976  1.003  -0.48
C  0.134  -1.185  0.153  0.26
N  -0.065  0.130  0.170  0.36
C  0.533  1.140  0.808  0.06
C  1.300  1.154  1.993  -1.09
C  1.996  2.280  2.330  -0.69
C  1.976  3.385  1.418  0.32
C  1.216  3.460  0.282  -0.77
C  0.366  2.338  -0.001  0.81
O  -0.464  2.260  -0.966  -0.25
C  1.328  4.627  -0.701  2.34
C  2.282  5.709  -0.196  -2.28
C  -0.042  5.282  -0.943  -1.54
C  1.896  4.064  -2.017  -1.35
C  2.768  2.334  3.649  2.00
C  3.537  3.646  3.823  -2.22
C  3.773  1.174  3.708  -1.41
C  1.762  2.203  4.804  -1.61
C  -0.514  -1.758  -1.029  0.72
O  -1.071  -0.934  -1.817  -0.63
C  -0.456  -3.182  -1.215  -0.46
C  0.304  -3.882  -0.316  0.06
C  -1.262  -3.917  -2.292  2.60
C  -2.683  -4.111  -1.730  -1.44
C  -0.657  -5.291  -2.606  -2.11
C  -1.353  -3.147  -3.620  -1.71
H  4.120  -4.360  1.913  0.45
H  3.608  -2.721  1.488  0.28
H  3.653  -3.980  0.248  0.35
H  2.455  -6.225  2.047  0.45
H  2.069  -5.940  0.354  0.39
H  0.774  -5.988  1.572  0.43
H  2.321  -4.568  3.732  0.47
H  0.662  -4.072  3.366  0.38
H  1.968  -2.877  3.403  0.17
H  1.485  -1.503  1.802  0.40
H  1.291  0.292  2.645  0.88
H  2.608  4.229  1.650  0.63
H  1.926  6.152  0.737  0.44
H  2.339  6.503  -0.941  0.44
H  3.295  5.329  -0.045  0.45
H  -0.430  5.698  -0.011  0.34
H  -0.762  4.566  -1.332  0.12
H  0.065  6.097  -1.663  0.47
H  2.852  3.568  -1.838  0.34
H  2.060  4.868  -2.738  0.46
H  1.211  3.340  -2.456  0.08
H  4.291  3.775  3.044  0.41
H  4.054  3.638  4.783  0.43
H  2.867  4.508  3.815  0.45
H  4.489  1.241  2.887  0.36
H  3.275  0.204  3.648  0.18
H  4.325  1.206  4.649  0.47
H  1.024  3.007  4.764  0.37
H  2.282  2.259  5.762  0.45
H  1.230  1.251  4.762  0.31
H  0.366  -4.951  -0.447  0.38
H  -2.663  -4.737  -0.836  0.31
H  -3.320  -4.589  -2.478  0.46
H  -3.125  -3.148  -1.466  0.13
H  -0.755  -5.993  -1.776  0.37
H  0.399  -5.204  -2.870  0.42
H  -1.181  -5.727  -3.456  0.48
H  -1.909  -2.220  -3.520  0.24
H  -1.860  -3.774  -4.355  0.53
H  -0.359  -2.910  -4.005  0.38
N  -2.675  -0.354  1.633  -0.25
C  -3.348  -0.334  0.481  0.46
N  -4.437  -1.084  0.390  -0.75
C  -5.156  -0.942  -0.721  0.48
N  -6.202  -1.742  -0.909  -0.37
N  -4.901  -0.026  -1.688  -0.71
C  -3.768  0.601  -1.541  0.15
N  -2.898  0.471  -0.518  0.30
C  -3.298  1.519  -2.599  0.38
C  -4.119  2.398  -3.279  -0.74
C  -3.529  3.247  -4.201  -0.49
C  -2.163  3.155  -4.427  -0.88
C  -1.424  2.236  -3.704  -0.19
N  -1.978  1.442  -2.789  0.67
H  -3.007  -0.941  2.377  0.25
H  -1.846  0.202  1.745  0.20
H  -6.443  -2.423  -0.212  0.25
H  -6.748  -1.642  -1.746  0.24
H  -5.180  2.414  -3.074  0.52
H  -4.126  3.975  -4.734  0.46
H  -1.674  3.793  -5.149  0.47
H  -0.359  2.121  -3.856  0.60

---

Entry 3:
DFT (ωB97M-V/def2-TZVPD) results for a cluster of 9 separate species, C36H48BrNO26 in total.

Computed properties:
Structure (SMILES): CCC[C@@H](C)C1=C(CN)C(=O)C(Br)=CC1=O.O=C1OCCO1.O=C1OCCO1.O=C1OCCO1.O=C1OCCO1.O=C1OCCO1.O=C1OCCO1.O=C1OCCO1.O=C1OCCO1
HOMO, eV: -8.54
Calculated total energy, a.u.: -5985.517067
Kohn-Sham gap, eV: 8.11

Each line ends with the Mulliken charge.
CARTESIAN COORDINATES (ANGSTROEM)
C  2.934  3.048  -3.895  -1.03
C  1.741  3.141  -2.800  -0.18
C  0.541  4.042  -3.393  -0.92
C  -0.863  3.222  -3.472  1.29
C  -2.060  4.254  -3.202  -0.94
C  -0.908  2.519  -4.900  -0.26
C  -0.711  1.116  -5.046  0.49
C  -0.475  0.123  -3.822  0.18
N  -0.371  -1.311  -4.195  -0.53
C  -0.731  0.545  -6.549  -0.07
O  -1.285  -0.506  -6.893  -0.49
C  -0.007  1.504  -7.623  -0.06
Br  1.160  0.753  -9.047  -0.15
C  -0.221  2.899  -7.482  -0.45
C  -1.168  3.342  -6.258  0.23
O  -2.042  4.214  -6.388  -0.55
H  3.381  4.097  -4.030  0.30
H  3.772  2.364  -3.542  0.16
H  2.559  2.701  -4.910  0.29
H  2.223  3.644  -1.891  0.34
H  1.411  2.105  -2.464  0.01
H  0.877  4.403  -4.423  0.28
H  0.453  4.943  -2.683  0.39
H  -0.833  2.479  -2.615  0.21
H  -1.644  5.302  -3.006  0.31
H  -2.881  4.228  -3.984  0.34
H  -2.552  3.932  -2.203  -0.01
H  0.499  0.388  -3.267  0.03
H  -1.378  0.224  -3.118  0.07
H  0.623  -1.487  -4.379  0.28
H  -0.712  -1.926  -3.450  0.25
H  0.248  3.667  -8.168  0.39
O  -2.652  2.145  -0.535  -0.49
C  -3.099  2.977  0.201  0.61
O  -3.315  2.788  1.530  -0.28
C  -3.630  4.056  2.090  -0.37
C  -4.145  4.825  0.911  -0.43
O  -3.458  4.232  -0.185  -0.36
H  -4.372  3.958  2.882  0.31
H  -2.719  4.493  2.509  0.27
H  -5.222  4.695  0.765  0.26
H  -3.923  5.890  0.979  0.34
O  4.811  2.749  -1.074  -0.46
C  5.919  2.839  -1.513  0.59
O  6.239  3.490  -2.665  -0.28
C  7.657  3.570  -2.722  -0.31
C  8.094  2.428  -1.854  -0.33
O  7.024  2.304  -0.926  -0.30
H  8.011  3.472  -3.749  0.29
H  7.973  4.540  -2.328  0.26
H  8.189  1.491  -2.410  0.26
H  9.034  2.630  -1.339  0.29
O  1.657  -2.486  -2.019  -0.53
C  0.912  -2.438  -1.080  0.59
O  -0.437  -2.262  -1.170  -0.36
C  -0.977  -2.490  0.127  -0.37
C  0.188  -2.219  1.029  0.04
O  1.309  -2.552  0.216  -0.26
H  -1.818  -1.823  0.321  0.32
H  -1.324  -3.525  0.190  0.26
H  0.260  -1.166  1.315  0.27
H  0.165  -2.829  1.933  0.00
O  6.026  -5.233  3.009  -0.55
C  5.479  -4.450  2.289  0.52
O  5.070  -3.209  2.676  -0.24
C  4.680  -2.511  1.496  -0.35
C  4.345  -3.620  0.546  -0.06
O  5.184  -4.683  0.984  -0.34
H  3.829  -1.859  1.693  0.30
H  5.521  -1.902  1.152  0.25
H  3.303  -3.937  0.624  0.08
H  4.559  -3.358  -0.491  0.33
O  -7.089  -0.373  3.163  -0.56
C  -6.767  -0.263  2.015  0.58
O  -6.429  -1.305  1.210  -0.22
C  -6.335  -0.797  -0.117  -0.39
C  -6.062  0.659  0.102  -0.01
O  -6.691  0.921  1.351  -0.35
H  -5.536  -1.294  -0.668  0.33
H  -7.284  -0.974  -0.631  0.27
H  -4.993  0.876  0.191  -0.07
H  -6.486  1.285  -0.685  0.37
O  -5.841  -5.006  0.086  -0.54
C  -6.582  -4.960  1.023  0.68
O  -7.930  -4.797  0.930  -0.32
C  -8.470  -5.021  2.225  -0.37
C  -7.309  -4.733  3.129  -0.19
O  -6.186  -5.061  2.321  -0.30
H  -9.318  -4.361  2.412  0.30
H  -8.807  -6.060  2.293  0.28
H  -7.248  -3.677  3.408  0.19
H  -7.326  -5.339  4.036  0.30
O  -0.531  -4.089  3.816  -0.54
C  -0.968  -3.251  4.556  0.61
O  -1.177  -3.439  5.886  -0.34
C  -1.478  -2.168  6.449  -0.32
C  -1.997  -1.393  5.274  -0.32
O  -1.321  -1.990  4.174  -0.20
H  -2.217  -2.262  7.246  0.30
H  -0.562  -1.738  6.862  0.26
H  -3.075  -1.515  5.135  0.26
H  -1.766  -0.329  5.342  0.29
O  7.347  1.361  5.708  -0.54
C  7.096  0.194  5.622  0.60
O  7.447  -0.738  6.550  -0.32
C  6.779  -1.946  6.204  -0.33
C  6.528  -1.783  4.736  0.06
O  6.425  -0.372  4.583  -0.29
H  7.403  -2.812  6.427  0.30
H  5.854  -2.016  6.783  0.28
H  7.361  -2.145  4.126  0.16
H  5.611  -2.278  4.412  0.15

---

Entry 4:
DFT (ωB97M-V/def2-TZVPD) results for a cluster of 8 separate species, C36H48F21N2O17S in total.

Computed properties:
Charge: +1
HOMO, eV: -12.60
Calculated total energy, a.u.: -5284.257922
Kohn-Sham gap, eV: 9.31

Each line ends with the Mulliken charge.
CARTESIAN COORDINATES (ANGSTROEM)
O  5.076  -0.361  -3.708  -0.54
S  6.371  0.187  -4.267  1.07
O  7.328  0.523  -3.168  -0.60
O  7.059  -1.045  -5.159  -0.45
C  6.051  1.723  -5.284  -0.41
C  4.972  2.692  -4.557  -0.79
C  3.545  2.405  -5.250  0.18
N  2.387  2.431  -4.247  0.22
C  1.591  1.178  -4.486  0.04
C  1.586  0.069  -3.435  -0.08
C  0.745  -1.129  -3.918  -0.46
C  0.070  -1.066  -5.264  -0.58
N  0.013  -0.045  -6.240  -0.48
C  0.800  1.021  -5.757  -0.42
H  6.840  -1.914  -4.752  0.38
H  7.025  2.281  -5.532  0.48
H  5.663  1.353  -6.313  0.15
H  4.969  2.494  -3.427  0.34
H  5.205  3.795  -4.768  0.38
H  3.329  3.087  -6.143  0.31
H  3.610  1.336  -5.659  -0.27
H  2.705  2.543  -3.273  0.42
H  1.796  3.252  -4.495  0.51
H  2.164  0.134  -2.466  0.41
H  0.644  -2.057  -3.270  0.46
H  -0.507  -2.012  -5.565  0.49
H  0.863  1.911  -6.484  0.30
C  4.806  -2.750  0.288  -0.98
C  3.673  -3.581  0.859  -0.19
O  2.687  -2.742  1.487  -0.34
C  1.828  -2.123  0.662  0.24
O  1.838  -2.226  -0.538  -0.50
C  0.817  -1.303  1.454  1.04
F  1.402  -0.548  2.404  -0.24
F  -0.085  -2.080  2.081  -0.27
F  0.116  -0.456  0.677  -0.25
H  5.241  -2.111  1.060  0.31
H  5.586  -3.394  -0.123  0.38
H  4.451  -2.091  -0.508  0.19
H  4.060  -4.242  1.636  0.33
H  3.210  -4.214  0.099  0.30
C  -3.377  -0.365  -4.951  -0.80
C  -4.732  -0.637  -4.326  -0.40
O  -5.586  -1.338  -5.242  -0.31
C  -5.361  -2.660  -5.360  0.37
O  -4.509  -3.259  -4.757  -0.52
C  -6.360  -3.288  -6.327  0.86
F  -6.484  -2.580  -7.467  -0.24
F  -7.593  -3.368  -5.790  -0.24
F  -6.016  -4.535  -6.688  -0.24
H  -3.491  0.168  -5.898  0.32
H  -2.755  0.231  -4.280  0.37
H  -2.851  -1.295  -5.172  0.16
H  -5.227  0.309  -4.098  0.34
H  -4.642  -1.187  -3.386  0.34
C  0.658  3.389  2.986  -0.84
C  1.272  2.783  1.739  -0.09
O  1.191  3.694  0.627  -0.38
C  2.104  4.682  0.602  0.33
O  2.955  4.841  1.434  -0.49
C  1.927  5.537  -0.649  0.83
F  0.643  5.879  -0.862  -0.25
F  2.340  4.884  -1.766  -0.23
F  2.621  6.681  -0.598  -0.24
H  -0.369  3.710  2.790  0.27
H  0.656  2.670  3.799  0.16
H  1.211  4.274  3.309  0.36
H  0.711  1.891  1.453  0.14
H  2.306  2.472  1.907  0.38
C  0.243  -0.302  9.628  -1.17
C  -0.615  -0.658  8.429  -0.03
O  -1.059  0.527  7.746  -0.32
C  -0.158  1.115  6.939  0.05
O  0.962  0.715  6.766  -0.54
C  -0.773  2.330  6.251  1.30
F  -1.442  3.126  7.107  -0.29
F  -1.656  1.973  5.293  -0.27
F  0.145  3.109  5.652  -0.26
H  -0.292  0.380  10.292  0.35
H  0.518  -1.199  10.185  0.37
H  1.159  0.207  9.321  0.33
H  -1.512  -1.182  8.764  0.22
H  -0.091  -1.326  7.739  0.30
C  -5.461  -3.996  6.424  -1.10
C  -4.196  -4.791  6.167  -0.21
O  -3.249  -4.610  7.233  -0.30
C  -3.481  -5.323  8.353  0.34
O  -4.407  -6.073  8.499  -0.50
C  -2.384  -5.069  9.383  0.88
F  -2.111  -3.756  9.532  -0.23
F  -1.224  -5.662  9.037  -0.26
F  -2.699  -5.532  10.602  -0.24
H  -5.224  -2.942  6.590  0.29
H  -6.146  -4.078  5.579  0.38
H  -5.975  -4.351  7.320  0.32
H  -3.714  -4.429  5.256  0.32
H  -4.407  -5.853  6.018  0.32
C  -3.174  4.685  4.914  -0.60
C  -4.298  3.863  5.514  -0.19
O  -5.285  4.710  6.123  -0.36
C  -6.154  5.300  5.280  0.35
O  -6.142  5.158  4.086  -0.51
C  -7.167  6.135  6.057  0.89
F  -6.584  6.916  6.988  -0.24
F  -8.057  5.360  6.710  -0.25
F  -7.879  6.952  5.265  -0.24
H  -2.740  5.348  5.665  0.29
H  -2.393  4.037  4.517  -0.19
H  -3.539  5.319  4.103  0.47
H  -3.902  3.225  6.307  0.28
H  -4.760  3.205  4.774  0.31
C  3.182  -4.691  -8.359  -1.12
C  2.676  -3.608  -9.292  -0.21
O  2.810  -2.308  -8.691  -0.31
C  4.042  -1.770  -8.721  0.17
O  5.004  -2.301  -9.205  -0.51
C  4.031  -0.380  -8.092  1.13
F  3.374  -0.352  -6.912  -0.28
F  3.427  0.527  -8.882  -0.28
F  5.270  0.091  -7.847  -0.31
H  2.678  -4.630  -7.391  0.28
H  3.012  -5.679  -8.787  0.39
H  4.252  -4.579  -8.167  0.32
H  1.611  -3.757  -9.481  0.34
H  3.182  -3.638  -10.260  0.33